No. 1
Here is one molecule with the formula C4H12N2O2 at a distorted geometry from OMol25. Energies are from the ωB97M-V functional and the def2-TZVPD basis.

CARTESIAN COORDINATES (ANGSTROEM)
C  -1.04397  0.11882  -0.20034
C  -2.23714  0.34036  0.71682
C  -1.19929  -1.13482  -1.05297
N  1.39598  1.24752  -0.75983
H  -0.91885  0.99572  -0.84544
H  2.29301  1.71542  -0.71448
H  1.28100  0.89354  -1.70273
H  -2.04823  -1.01473  -1.72359
H  -2.35358  -0.50885  1.38490
H  -3.13768  0.46618  0.11932
H  -2.08622  1.23600  1.31354
H  -1.36238  -2.00045  -0.41470
H  -0.30510  -1.30701  -1.64712
C  1.38822  0.16208  0.18578
N  2.28704  0.47424  1.26747
O  1.83540  -0.99858  -0.48064
O  0.11605  -0.03442  0.72436
H  1.84135  -1.73243  0.14368
H  2.25115  -0.25579  1.97089
H  2.00324  1.33722  1.71509

Its max |F| is 1.70 eV/A. Its spin multiplicity is 1. The total energy is -419.608302 Eh. Its SMILES is CC(C)OC(N)(N)O. The LUMO energy comes out at 0.869 eV. The calculation puts the energy relative to the best compared isomer or geometry (same formula, charge and spin) at 25.2 kcal/mol.

Löwdin atomic charge list, values in e, 5 entries: C -0.40; C -0.05; C -0.05; N 0.12; H 0.13

No. 2
Here is C48H41F2N4NiO2S as an isolated structure from OMol25. Energies are from the ωB97M-V functional and the def2-TZVPD basis.

CARTESIAN COORDINATES (ANGSTROEM)
Ni  -1.32702  -0.49170  0.12094
O  0.26719  -0.14929  -1.10704
C  0.20401  -0.58426  -2.39495
C  -0.97385  -1.61316  -2.55341
C  -0.80298  -2.69801  -1.54997
C  -0.28328  -3.94326  -1.86576
C  -0.09867  -4.86855  -0.85438
C  -0.46749  -4.53824  0.43520
C  -0.99517  -3.27969  0.70107
C  -1.41562  -2.89516  2.07866
C  -0.40644  -1.87600  2.72047
O  -0.36023  -0.73450  2.00171
C  -0.83978  -1.53453  4.15913
C  0.08163  -0.88147  4.97885
C  -0.27013  -0.42952  6.23850
C  -1.56437  -0.61827  6.71375
C  -2.49042  -1.26102  5.90980
C  -2.12956  -1.71476  4.64401
C  0.95503  -2.60892  2.75083
C  1.20942  -3.69445  3.58536
C  2.41490  -4.37832  3.51231
C  3.38519  -3.98127  2.59904
C  3.13919  -2.89481  1.77064
C  1.93122  -2.21231  1.84835
N  -1.12796  -2.37396  -0.28576
C  1.48452  -1.33013  -2.81463
C  2.50720  -1.48315  -1.88984
C  3.64793  -2.21176  -2.20501
C  3.78307  -2.79847  -3.45423
C  2.76935  -2.64348  -4.39233
C  1.63355  -1.91492  -4.07210
C  -0.08131  0.61448  -3.33090
C  0.80512  1.09936  -4.28392
C  0.52327  2.25387  -5.00932
C  -0.64797  2.95824  -4.77924
C  -1.53230  2.49963  -3.80539
C  -1.24942  1.34520  -3.09649
H  -1.90358  -1.08640  -2.33008
H  -1.03413  -2.01139  -3.56821
H  -0.00885  -4.15973  -2.88917
H  0.32853  -5.84029  -1.07059
H  -0.33904  -5.23503  1.25237
H  -2.38467  -2.39883  2.01700
H  -1.51581  -3.79424  2.69219
H  1.08421  -0.71714  4.60188
H  0.46431  0.07786  6.85347
H  -1.84534  -0.26236  7.69772
H  -3.50518  -1.40775  6.26152
H  -2.88013  -2.20014  4.03303
H  0.45748  -4.00228  4.30566
H  2.60081  -5.21999  4.17005
H  4.32665  -4.51453  2.53812
H  3.88925  -2.57972  1.05437
H  1.69983  -1.36325  1.21533
H  2.36889  -1.01881  -0.92253
H  4.43306  -2.32759  -1.46717
H  4.66987  -3.37085  -3.69890
H  2.86474  -3.09088  -5.37510
H  0.85209  -1.79670  -4.81560
H  1.74220  0.58848  -4.45834
H  1.23360  2.60389  -5.75041
H  -0.87578  3.85270  -5.34907
H  -2.44325  3.04828  -3.59682
H  -1.92028  1.02450  -2.30751
F  -6.26853  -2.50154  0.40113
C  -5.38925  -1.49578  0.64817
C  -4.11074  -1.57604  0.13595
C  -3.20054  -0.54569  0.38147
C  -3.64479  0.57613  1.12470
C  -4.92920  0.58552  1.64137
F  -5.36472  1.62659  2.40080
C  -5.83082  -0.43729  1.42153
C  -2.64294  1.63847  1.23377
C  -2.76347  2.89308  1.82171
C  -1.68369  3.76237  1.76981
C  -0.50884  3.37535  1.14491
C  -0.45202  2.11081  0.58299
N  -1.49253  1.29216  0.62022
H  -3.82727  -2.45608  -0.43089
H  -6.82975  -0.40267  1.83029
H  -3.67931  3.17863  2.31404
H  -1.76564  4.74275  2.22437
H  0.35338  4.02562  1.08676
H  0.41912  1.72468  0.07492
C  3.98980  5.13883  -0.32322
N  2.92912  5.35010  -1.26789
C  2.71942  6.63711  -1.90050
C  1.62714  6.34810  -2.95063
N  1.36714  4.93642  -2.75007
C  2.21505  4.35570  -1.86089
S  2.28769  2.72894  -1.57716
H  3.86817  5.79583  0.54160
H  4.96850  5.33344  -0.77570
H  3.94985  4.10059  -0.00051
H  3.64670  6.99688  -2.35987
H  2.39971  7.38455  -1.16931
H  1.97583  6.55714  -3.96466
H  0.73238  6.94663  -2.77033
H  0.89772  4.34138  -3.41605

Its max |F| is 0.99 eV/A. As for the total charge: -1. Its spin multiplicity is 1. The total energy is -4329.562596 Eh. The LUMO energy comes out at 2.228 eV. The calculation puts the energy relative to the best compared isomer or geometry (same formula, charge and spin) at 0.0 kcal/mol.

Löwdin atomic charge list, values in e, 5 entries: Ni 0.45; O -0.21; C -0.49; C -0.05; C -0.22

No. 3
Here is C36H37NP2SeSn as an isolated structure at a distorted geometry from OMol25. Energies are from the ωB97M-V functional and the def2-TZVPD basis.

CARTESIAN COORDINATES (ANGSTROEM)
Sn  0.07794  -0.08276  0.05174
C  -0.64979  -7.50892  -2.26961
C  -0.26483  -6.65897  -3.25422
C  -0.97749  -6.29482  -4.52306
C  -2.50507  -6.57089  -4.57883
C  -3.26226  -5.83721  -3.50010
C  -3.49235  -6.22656  -2.22528
C  -3.08620  -7.49152  -1.53029
C  -1.92519  -8.30592  -2.16684
C  -1.13351  1.68033  1.06943
H  0.03583  -7.65820  -1.43694
H  0.72250  -6.21319  -3.15921
H  -0.50531  -6.79503  -5.38837
H  -0.81420  -5.21823  -4.67768
H  -2.85502  -6.18279  -5.54716
H  -2.69064  -7.65098  -4.57832
H  -3.67914  -4.88243  -3.82089
H  -4.10767  -5.57589  -1.60951
H  -3.95305  -8.16643  -1.41392
H  -2.78996  -7.21250  -0.50859
H  -1.72887  -9.15157  -1.48934
H  -2.24591  -8.72759  -3.12621
H  -0.99447  1.52841  2.27408
H  -2.10266  1.63409  0.70439
H  -0.85141  2.67991  0.64802
P  1.14950  -1.97703  -1.22759
P  -2.20745  -1.01029  -0.87033
C  -0.26971  -2.67442  -1.99881
C  -1.57891  -2.28540  -1.88610
C  2.28194  -1.40557  -2.39358
C  2.40806  -2.24265  -3.50379
C  3.34855  -1.91998  -4.45803
C  4.16775  -0.78723  -4.30148
C  4.02662  0.02716  -3.16661
C  3.08433  -0.26614  -2.18984
C  1.77822  -3.05065  0.01039
C  1.09123  -3.39732  1.19121
C  1.71608  -4.29488  2.05290
C  2.96840  -4.84467  1.73454
C  3.60783  -4.49060  0.53822
C  3.01782  -3.60485  -0.34259
C  -3.13279  0.18090  -1.74606
C  -2.58571  1.06448  -2.69849
C  -3.46385  1.91005  -3.36015
C  -4.84528  1.86360  -3.09948
C  -5.35226  0.95716  -2.15877
C  -4.51278  0.09709  -1.48378
C  -3.04528  -1.72376  0.49961
C  -3.10937  -1.10720  1.77063
C  -3.87165  -1.72467  2.74915
C  -4.56271  -2.91457  2.47951
C  -4.48809  -3.49803  1.19901
C  -3.74074  -2.90432  0.20731
H  0.01136  -3.53270  -2.60137
H  -2.38336  -2.79678  -2.39578
H  1.76972  -3.12240  -3.60861
H  3.45759  -2.55436  -5.33519
H  4.91191  -0.54358  -5.06069
H  4.66115  0.90103  -3.04120
H  2.95612  0.34446  -1.30291
H  0.12975  -2.94973  1.43107
H  1.22284  -4.56875  2.98219
H  3.44744  -5.54686  2.41650
H  4.57841  -4.90201  0.28498
H  3.49476  -3.30776  -1.27149
H  -1.51119  1.09729  -2.87989
H  -3.07682  2.61727  -4.08750
H  -5.52685  2.53045  -3.62447
H  -6.41143  0.91201  -1.94082
H  -4.87270  -0.60891  -0.74380
H  -2.57228  -0.18791  1.95490
H  -3.93052  -1.26954  3.73525
H  -5.15895  -3.38903  3.25824
H  -5.02691  -4.41788  0.98551
H  -3.67560  -3.34006  -0.79338
Se  1.54990  4.36824  2.11204
C  1.12117  2.88569  1.39092
N  1.16084  1.84782  0.75493

Its max |F| is 7.18 eV/A. Its spin multiplicity is 1. The total energy is -4746.876068 Eh. The LUMO energy (alpha / beta) comes out at -0.696 / -0.609 eV.

Löwdin atomic charge list, values in e, 5 entries: Sn 0.87; C -0.09; C -0.12; C -0.19; C -0.20

No. 4
Here is C20H23BrN2O3 as an isolated structure at a distorted geometry from OMol25. Energies are from the ωB97M-V functional and the def2-TZVPD basis.

CARTESIAN COORDINATES (ANGSTROEM)
C  5.56557  -2.87552  -4.79180
C  4.63081  -1.90459  -3.94397
O  3.97439  -2.69666  -2.84779
C  3.24524  -2.02140  -2.10773
C  2.93972  -0.69271  -2.27781
C  2.32200  -0.04917  -1.22186
C  1.79789  -0.74173  -0.26840
C  1.82924  -2.37441  -0.18544
C  2.68712  -2.93338  -1.14449
H  2.83249  -3.85623  -1.15412
H  1.51259  -2.98128  0.73835
N  0.88760  -0.40602  0.78760
C  -0.03341  -0.76660  1.58111
O  0.02800  -1.95279  2.12591
C  -0.76341  0.23223  2.46850
N  -1.59399  0.95644  1.62481
C  -1.49498  1.97216  0.64092
O  -0.28145  2.38009  0.53324
C  -2.71539  2.23484  0.03207
C  -3.78236  2.67208  0.43993
C  -4.89882  2.95989  -0.52656
C  -4.41712  3.17109  -1.76240
C  -3.30146  2.82454  -2.21188
C  -2.21129  2.49957  -1.39330
H  -1.48787  1.92213  -1.73097
H  -3.21862  2.94453  -3.32410
H  -5.44943  3.56935  -2.65749
H  -5.86542  3.22631  0.06166
Br  -4.19041  2.61477  2.20287
H  -2.61173  0.51911  1.68993
H  -0.00218  1.05749  2.82065
C  -1.32935  -0.29432  3.77475
C  -1.60665  0.97561  4.83355
H  -2.37958  1.64366  4.21486
H  -1.97680  0.60082  5.65082
H  -0.68378  1.51288  5.19378
C  -2.61897  -1.20979  3.61331
H  -2.13453  -1.64531  2.96751
H  -2.69420  -1.61575  4.60561
H  -3.20303  -0.54358  3.45142
H  -0.46972  -0.61097  4.30284
H  1.04769  0.86067  0.71739
H  2.18346  0.96232  -1.21203
H  3.56771  0.03516  -2.96999
H  4.07179  -1.58667  -4.64225
H  5.28154  -1.13714  -3.54479
H  6.01659  -2.31877  -5.67750
H  4.77901  -3.54695  -5.33324
H  6.21550  -3.58597  -4.14345

Its max |F| is 13.70 eV/A. Its spin multiplicity is 1. The total energy is -3684.613685 Eh. The LUMO energy comes out at -0.242 eV. The calculation puts the energy relative to the best compared isomer or geometry (same formula, charge and spin) at 407.5 kcal/mol.

Löwdin atomic charge list, values in e, 5 entries: C -0.07; C -0.17; O 0.02; C -0.39; C -0.02

No. 5
Here is C32H70N2O40S10 as an isolated structure at a distorted geometry from OMol25. Energies are from the ωB97M-V functional and the def2-TZVPD basis.

CARTESIAN COORDINATES (ANGSTROEM)
C  0.31094  0.17797  5.81841
C  1.69055  -0.44541  6.33952
N  2.77505  -0.32710  5.41983
C  3.97002  -0.97961  5.85891
C  4.47416  -0.44431  7.24605
C  3.01332  1.07620  5.01589
C  3.75015  1.35198  3.71379
H  0.35066  1.26363  5.90703
H  -0.52393  -0.08721  6.46707
H  -0.05945  -0.26937  4.89603
H  1.91802  0.02481  7.29621
H  1.47729  -1.48015  6.60775
H  3.81715  -2.05876  5.84572
H  4.79371  -0.78554  5.17192
H  4.69182  0.62114  7.17159
H  3.83816  -0.62686  8.11224
H  5.37892  -1.00769  7.47433
H  3.49367  1.62051  5.82896
H  2.12402  1.67481  4.81863
H  3.75853  2.41359  3.46680
H  3.33222  0.78060  2.88497
H  4.76587  0.97270  3.82577
C  -1.36334  -0.32458  -4.57657
C  0.04895  -0.65891  -5.06885
N  0.14280  -2.07302  -5.57579
C  -0.01062  -3.03342  -4.45707
C  1.03281  -3.08797  -3.36154
C  1.30903  -2.46600  -6.44250
C  1.11703  -1.91132  -7.81847
H  -2.01674  -0.75856  -5.33341
H  -1.61777  0.73071  -4.47799
H  -1.56299  -0.88788  -3.66502
H  0.28070  -0.01843  -5.91984
H  0.75905  -0.31951  -4.31475
H  -0.96994  -3.00986  -3.94009
H  -0.09490  -4.00036  -4.95309
H  2.05728  -3.24641  -3.69837
H  0.97596  -2.14917  -2.81059
H  0.91026  -3.85940  -2.60130
H  1.39082  -3.52458  -6.68911
H  2.26116  -2.16087  -6.00840
H  1.85024  -2.29604  -8.52735
H  1.13131  -0.82273  -7.76492
H  0.14880  -2.23137  -8.20345
C  4.93005  -2.62873  -1.86852
C  5.87523  -3.38162  -0.92016
O  7.06091  -3.52457  -1.68990
S  7.36283  -2.17261  -2.51410
O  8.17906  -2.50299  -3.74278
O  7.75257  -1.16172  -1.56515
O  5.79738  -2.12211  -2.92750
H  4.59158  -1.68412  -1.44280
H  4.03732  -3.19306  -2.13808
H  5.51059  -4.40815  -0.88312
H  5.98683  -2.99117  0.09137
C  -1.73289  3.68573  3.63588
C  -0.87800  4.86052  4.14949
O  0.18013  5.06105  3.23121
S  0.18143  3.97301  1.95115
O  1.05595  2.82873  2.35783
O  0.50493  4.79765  0.75721
O  -1.46500  3.74121  2.21803
H  -2.77848  3.47145  3.85710
H  -1.23949  2.80754  4.05234
H  -0.41746  4.69653  5.12372
H  -1.50788  5.74991  4.16765
C  3.78407  3.33478  -1.86751
C  2.87593  4.53091  -2.28112
O  2.60273  4.46382  -3.59582
S  2.63070  2.92808  -4.08522
O  3.11568  2.99943  -5.47354
O  1.44710  2.19742  -3.70641
O  3.89017  2.59402  -3.01573
H  3.28154  2.69280  -1.14404
H  4.79012  3.60112  -1.54346
H  3.46806  5.41477  -2.04388
H  1.94140  4.62050  -1.72727
C  -0.93726  -3.86090  0.38905
C  -2.39169  -3.49143  0.46194
O  -3.06467  -4.46608  -0.24304
S  -2.17622  -5.28215  -1.33942
O  -2.77032  -4.95153  -2.61598
O  -2.09532  -6.73196  -0.93193
O  -0.82205  -4.37726  -0.89837
H  -0.63799  -4.55754  1.17214
H  -0.26970  -3.02230  0.58706
H  -2.49614  -2.50235  0.01595
H  -2.72734  -3.45578  1.49836
C  -3.77987  -1.45692  5.74823
C  -4.60789  -2.15851  4.57655
O  -3.80402  -2.04390  3.39559
S  -2.27623  -1.35812  3.70523
O  -2.32770  0.07502  3.50389
O  -1.18569  -2.14596  3.16975
O  -2.44010  -1.58020  5.37582
H  -3.87886  -1.83879  6.76434
H  -4.02507  -0.39762  5.82462
H  -5.61432  -1.76305  4.43933
H  -4.79288  -3.20516  4.81820
C  2.33049  -2.19764  2.78147
C  3.71231  -2.08255  2.06595
O  3.86038  -3.32670  1.37921
S  2.63977  -4.43647  1.52179
O  2.82488  -5.36116  2.62303
O  2.24905  -4.97329  0.20590
O  1.63406  -3.19159  2.06731
H  1.80626  -1.24275  2.74346
H  2.38732  -2.35839  3.85806
H  4.51061  -2.01041  2.80460
H  3.83771  -1.19455  1.44640
C  -5.68441  0.99201  1.87149
C  -6.64531  1.58672  0.80882
O  -5.88723  2.36306  -0.02862
S  -4.47714  2.86018  0.73042
O  -4.63522  4.29006  1.01757
O  -3.31940  2.33921  0.04998
O  -4.70176  1.93065  2.10113
H  -5.19781  0.06071  1.58168
H  -6.25834  0.61855  2.71957
H  -7.30980  2.28510  1.31755
H  -7.28517  0.87603  0.28575
C  -0.50248  5.19374  -4.98678
C  -1.02694  6.19420  -3.93566
O  -2.34562  5.78041  -3.60298
S  -2.37155  4.09653  -3.65060
O  -3.68894  3.58272  -4.01756
O  -1.72010  3.46939  -2.52869
O  -1.32231  4.10869  -4.93326
H  0.49308  4.75656  -4.91031
H  -0.55074  5.57806  -6.00563
H  -1.09878  7.17386  -4.40811
H  -0.47927  6.29289  -2.99842
C  -6.62185  0.21641  -2.93369
C  -5.29496  0.98454  -3.27589
O  -4.27117  0.00417  -3.18005
S  -4.59966  -1.10603  -2.00733
O  -4.07833  -0.66284  -0.68212
O  -4.23013  -2.47441  -2.47904
O  -6.25296  -0.83059  -2.04124
H  -6.98734  -0.27538  -3.83518
H  -7.45386  0.83664  -2.60025
H  -5.04681  1.82297  -2.62508
H  -5.24754  1.47624  -4.24753
C  -0.62000  0.98842  -1.09971
C  -0.98122  0.43342  0.26268
O  -0.05449  -0.57658  0.55418
S  1.39621  -0.33264  -0.26792
O  2.04966  -1.59002  -0.63037
O  2.23340  0.63706  0.39582
O  0.53186  0.27031  -1.53301
H  -0.41413  2.05313  -0.98969
H  -1.39711  1.00538  -1.86386
H  -1.96969  0.00273  0.10291
H  -1.08200  0.99940  1.18875

Its max |F| is 5.19 eV/A. As for the total charge: -1. Its spin multiplicity is 2. The total energy is -8361.775142 Eh. The LUMO energy (alpha / beta) comes out at 1.373 / 1.316 eV.

Löwdin atomic charge list, values in e, 5 entries: C -0.05; C -0.24; N -0.20; C -0.25; C -0.08